[1]
{"formula": "C32H48O16", "method": "the ωB97M-V functional and the def2-TZVPD basis", "species": ["O", "C", "C", "C", "C", "O", "H", "H", "H", "H", "H", "H", "O", "C", "C", "C", "C", "O", "H", "H", "H", "H", "H", "H", "O", "C", "C", "C", "C", "O", "H", "H", "H", "H", "H", "H", "O", "C", "C", "C", "C", "O", "H", "H", "H", "H", "H", "H", "O", "C", "C", "C", "C", "O", "H", "H", "H", "H", "H", "H", "O", "C", "C", "C", "C", "O", "H", "H", "H", "H", "H", "H", "O", "C", "C", "C", "C", "O", "H", "H", "H", "H", "H", "H", "O", "C", "C", "C", "C", "O", "H", "H", "H", "H", "H", "H"], "positions_angstrom": [[-5.47988, -6.48129, 1.61813], [-6.29096, -5.64501, 1.29307], [-7.79755, -5.93783, 1.17511], [-8.36408, -4.51233, 1.25124], [-7.22305, -3.73990, 0.61393], [-6.04043, -4.37191, 1.05869], [-7.84538, -6.41876, 0.19811], [-8.15760, -6.59443, 1.96716], [-9.29091, -4.37592, 0.69403], [-8.55489, -4.04333, 2.21650], [-7.30181, -3.86608, -0.46587], [-7.19937, -2.65618, 0.72839], [4.24670, 0.84834, -2.42262], [4.70792, 1.79424, -3.16576], [5.75847, 1.66887, -4.32318], [5.91770, 3.14229, -4.79584], [5.08380, 3.95144, -3.83301], [4.30096, 3.03608, -3.07230], [6.68705, 1.29441, -3.89234], [5.26799, 1.00196, -5.03224], [6.96813, 3.43101, -4.75926], [5.68458, 3.27653, -5.85212], [5.68580, 4.50122, -3.10952], [4.43008, 4.62342, -4.38906], [2.88520, -5.45131, 3.42972], [2.51892, -6.48448, 2.85217], [1.37831, -7.35757, 3.18764], [1.71176, -8.70554, 2.56990], [2.79785, -8.39008, 1.59746], [3.20290, -7.05907, 1.85118], [1.22795, -7.38944, 4.26675], [0.38972, -7.13440, 2.78642], [1.78513, -9.45863, 3.35449], [0.90064, -9.11779, 1.96970], [3.61417, -9.00128, 1.98238], [2.50024, -8.45330, 0.55078], [4.95015, 2.21207, 5.05057], [5.95802, 2.70840, 4.59693], [6.23128, 3.03672, 3.12858], [7.72234, 3.37755, 3.17625], [8.10778, 3.48452, 4.69819], [6.99690, 2.93283, 5.40340], [6.17349, 2.29523, 2.33174], [5.63779, 3.89898, 2.82462], [8.23822, 2.55784, 2.67619], [8.04910, 4.23443, 2.58711], [9.02088, 2.98718, 5.02530], [8.05803, 4.55018, 4.92179], [-6.08599, 5.21715, 0.62422], [-6.56996, 4.63952, -0.39642], [-7.06604, 3.19571, -0.62805], [-6.83216, 3.03705, -2.09093], [-7.15630, 4.47764, -2.59606], [-6.53836, 5.30121, -1.61605], [-6.39516, 2.69253, 0.06826], [-8.05028, 2.94309, -0.23364], [-5.84509, 2.59897, -2.23877], [-7.48978, 2.33249, -2.60009], [-6.89225, 4.76190, -3.61467], [-8.19105, 4.82023, -2.59811], [-1.41700, 8.49539, 2.24323], [-0.72666, 8.44902, 1.20182], [0.19536, 7.28923, 0.79995], [1.20671, 7.97124, -0.11896], [0.78003, 9.41821, -0.20380], [-0.49063, 9.52256, 0.32154], [0.59224, 6.67008, 1.60447], [-0.43909, 6.62128, 0.21736], [2.21309, 7.78064, 0.25382], [1.23670, 7.52204, -1.11164], [1.50381, 10.10953, 0.22784], [0.57061, 9.68561, -1.23953], [2.06464, -3.93699, -5.33041], [1.25518, -4.61072, -4.74199], [1.45742, -5.41186, -3.47654], [0.09971, -5.92791, -3.10318], [-0.83729, -5.20200, -4.01470], [-0.05975, -4.58533, -5.00223], [2.22053, -6.15527, -3.70699], [1.75842, -4.70221, -2.70590], [0.05502, -6.97598, -3.39926], [-0.29614, -5.82491, -2.09284], [-1.64448, -5.89579, -4.24966], [-1.25952, -4.36811, -3.45394], [-1.35526, 2.03655, 3.09821], [-1.26173, 1.10917, 2.32979], [-0.34175, -0.05230, 2.43861], [-0.77226, -0.95909, 1.24671], [-1.73888, -0.07298, 0.44172], [-2.09993, 0.98701, 1.30112], [0.63685, 0.38707, 2.24526], [-0.37628, -0.45644, 3.45033], [0.11771, -1.24655, 0.68687], [-1.24268, -1.85527, 1.65128], [-1.15568, 0.46013, -0.30913], [-2.58665, -0.49275, -0.09973]], "smiles": "O=C1CCCO1.O=C1CCCO1.O=C1CCCO1.O=C1CCCO1.O=C1CCCO1.O=C1CCCO1.O=C1CCCO1.O=C1CCCO1", "energy_ev": -66719.2902, "spin_multiplicity": 1, "gap_ev": 9.75, "e_above_lowest_ev": 5.022}

[2]
{"formula": "H7N3", "method": "the ωB97M-V functional and the def2-TZVPD basis", "species": ["N", "N", "H", "H", "H", "H", "N", "H", "H", "H"], "positions_angstrom": [[1.02754, -0.20869, -0.34357], [1.61663, 0.09059, 0.97160], [1.72875, 0.14462, -1.00129], [1.09253, -1.21621, -0.42467], [1.03043, -0.40690, 1.64604], [1.36364, 1.07140, 1.15004], [-1.70389, 0.26416, -0.45888], [-1.84179, -0.56291, 0.11938], [-2.48456, 0.86598, -0.24659], [-1.82927, -0.04203, -1.41205]], "smiles": "NN.N", "energy_ev": -4582.3639, "spin_multiplicity": 1, "gap_ev": 9.12, "e_above_lowest_ev": 0.325}

[3]
{"formula": "C25H33N14Pt", "method": "the ωB97M-V functional and the def2-TZVPD basis", "species": ["Pt", "C", "N", "C", "C", "N", "C", "C", "C", "C", "C", "C", "C", "C", "C", "N", "C", "N", "C", "C", "N", "C", "C", "C", "N", "C", "C", "H", "H", "H", "H", "H", "H", "H", "H", "H", "H", "H", "H", "H", "H", "H", "H", "H", "H", "H", "H", "H", "H", "H", "H", "H", "H", "H", "H", "H", "H", "N", "C", "C", "C", "N", "C", "N", "N", "N", "N", "C", "N", "N", "H", "H", "H"], "positions_angstrom": [[0.16759, 0.29000, 1.59562], [-4.32441, 0.34188, -0.94349], [-3.15310, 0.05223, -0.11858], [-3.21878, 0.71397, 1.17430], [-2.14287, -0.74277, -0.56307], [-0.91160, -0.65886, -0.11376], [0.01296, -1.72913, -0.28907], [-0.36526, -3.02144, -0.02060], [0.52348, -4.09885, -0.19066], [1.79345, -3.87165, -0.62654], [2.24640, -2.55107, -0.87125], [3.58248, -2.32953, -1.28276], [4.05264, -1.06125, -1.44939], [3.21328, 0.03800, -1.20182], [1.89850, -0.12790, -0.83762], [1.11851, 0.99374, -0.49277], [1.11747, 2.09631, -1.18363], [1.36753, 2.14889, -2.53427], [2.29843, 3.12644, -3.08649], [1.11224, 1.00467, -3.39092], [0.80859, 3.29783, -0.60710], [0.11864, 4.34504, -1.36365], [0.61961, 3.44651, 0.83716], [1.36872, -1.44998, -0.67762], [-2.50373, -1.55913, -1.62135], [-1.60541, -1.87871, -2.72190], [-3.59099, -2.51451, -1.44239], [-4.53795, 1.40940, -0.87670], [-5.20800, -0.19876, -0.59596], [-4.13799, 0.09013, -1.98066], [-4.10140, 0.37337, 1.72197], [-3.30282, 1.79414, 1.03331], [-2.35048, 0.51241, 1.77781], [-1.37945, -3.20538, 0.31920], [0.18949, -5.10709, 0.02571], [2.48494, -4.69345, -0.76777], [4.22957, -3.18456, -1.43460], [5.08019, -0.89323, -1.74743], [3.60963, 1.04562, -1.26534], [2.58016, 3.85604, -2.33146], [1.85737, 3.64747, -3.93884], [3.20562, 2.61960, -3.42928], [0.32422, 0.39458, -2.95860], [1.99805, 0.38376, -3.54424], [0.77474, 1.37444, -4.36119], [-0.06135, 4.02350, -2.38263], [0.69941, 5.26842, -1.37619], [-0.84981, 4.55721, -0.90174], [2.50568, 3.44137, 1.79271], [-0.31617, 2.97698, 1.14127], [0.54509, 4.51477, 1.02107], [-0.81096, -1.14285, -2.79391], [-2.18248, -1.85773, -3.64931], [-1.15139, -2.86636, -2.62274], [-4.10998, -2.33571, -0.50399], [-3.18795, -3.53199, -1.42267], [-4.30942, -2.45056, -2.26269], [1.66230, 2.90248, 1.65273], [1.58348, 1.65721, 2.12135], [2.55789, 1.08495, 2.91084], [2.38687, -0.31838, 3.11702], [2.21019, -1.45720, 3.22153], [3.66151, 1.80034, 3.46100], [4.51159, 2.44322, 3.90030], [-1.82443, -0.83662, 6.21178], [-1.46310, -1.21414, 4.94680], [-0.97924, -2.41131, 4.69487], [-0.68352, -2.30663, 3.41152], [-1.01983, -1.10073, 2.92696], [-1.50166, -0.39355, 3.95124], [-1.93782, -1.65584, 6.78845], [-2.61568, -0.21289, 6.19155], [-0.23950, -3.09715, 2.83055]], "s2": 2.0093, "total_charge": 1, "energy_ev": -50558.2834, "spin_multiplicity": 3, "gap_ev": [7.86, 5.88], "e_above_lowest_ev": 1.412}

Question: Which formula does entry 3 have?
Answer: C25H33N14Pt